1.
Entry from the OMol25 dataset: a structure of composition C30H39BrN3S4SbSiTc (ωB97M-V with the def2-TZVPD basis set).

XYZ file:
```
80
Properties=species:S:1:pos:R:3:forces:R:3:lowdin_charge:R:1
Tc -1.550560 -3.615831 2.392762 0.49 0.00 1.09 0.744
C 0.828413 -7.197421 3.038688 1.40 -2.21 -0.93 -0.037
C -0.239056 -6.371924 2.799741 -0.29 1.20 -0.25 -0.144
N -0.117519 -5.060604 2.987143 0.62 1.24 -0.04 -0.097
C 1.106187 -4.460614 3.417183 -1.33 -2.29 -0.96 -0.112
C 2.215932 -5.297663 3.598285 0.66 -0.26 0.68 -0.101
C 2.074385 -6.724671 3.370095 -2.18 2.83 0.06 0.065
C 3.412899 -4.662187 4.118571 -0.41 -1.99 -0.49 -0.014
C 3.407045 -3.353717 4.379613 -2.38 1.50 -0.89 -0.037
C 2.274613 -2.496243 4.034667 0.50 0.20 1.16 0.024
C 1.120808 -3.036265 3.550120 0.00 -2.24 -0.63 -0.220
N -0.086299 -2.531521 3.079524 -0.24 2.81 0.99 -0.115
C -0.363012 -1.149939 3.354053 0.87 0.22 -0.87 -0.142
C 0.541144 -0.067280 3.492197 -2.50 -1.47 -0.21 0.000
C -0.037730 1.174730 3.756869 1.82 2.63 -0.32 -0.081
C -1.367706 1.515435 3.718916 -0.08 0.31 1.05 -0.009
C -2.239091 0.472319 3.323752 1.32 0.71 1.96 -0.174
C -3.605788 0.602605 3.296981 -0.26 2.25 -0.03 0.000
C -4.404312 -0.408802 2.989752 -2.90 0.09 -0.14 -0.039
C -3.885586 -1.654565 2.752767 0.63 -1.44 -0.97 -0.223
N -2.587136 -1.817290 2.840912 1.42 -1.15 0.54 -0.078
C -1.736937 -0.812329 3.260685 -0.02 -1.06 -1.48 -0.147
H 0.773538 -8.262453 2.713970 -0.27 0.90 0.63 0.141
H -1.143564 -6.772709 2.322555 0.19 0.44 0.57 0.122
H 2.844793 -7.415125 3.388233 1.75 -0.88 0.34 0.108
H 4.249232 -5.322674 4.338824 -0.01 0.34 0.03 0.129
H 4.171102 -2.816702 4.837388 1.58 0.36 0.67 0.097
H 2.324871 -1.441963 4.355545 0.18 -0.92 -0.43 0.103
H 1.597411 -0.092536 3.370856 0.35 -0.34 0.03 0.091
H 0.761575 1.971988 3.851542 -1.33 -0.68 0.42 0.135
H -1.780243 2.457412 4.208770 0.73 -1.12 -1.30 0.154
H -4.033745 1.585758 3.476136 0.03 -0.09 0.01 0.144
H -5.459778 -0.154626 2.943639 0.00 -0.69 -0.06 0.136
H -4.406137 -2.572470 2.435793 -0.15 0.99 0.11 0.077
S -5.173222 -7.264525 4.581838 0.26 -0.98 -0.74 -0.130
Sb -5.439475 -5.601503 5.900027 -0.47 0.90 0.89 0.565
S -1.585135 -3.945366 0.380486 -0.28 0.05 -0.48 0.126
S -2.929077 -4.808698 3.688205 -0.17 0.41 0.07 0.034
S -4.416041 -3.685275 4.682854 0.42 -0.62 0.05 -0.090
C 3.479153 5.363880 -4.105331 2.56 -1.84 0.79 -0.064
C 3.192043 4.002758 -3.484460 -0.07 -0.94 -0.07 -0.641
C 3.018855 2.876581 -4.571904 -2.20 2.09 0.18 -0.057
C 4.321639 3.585780 -2.529484 0.93 0.88 -0.19 -0.115
Si 1.744619 4.043929 -2.277751 -0.23 -0.70 -0.47 0.638
Br 1.463641 2.104105 -1.367643 0.01 -0.27 0.19 0.590
C 0.480953 5.260183 -1.711192 1.11 0.60 -0.41 -0.672
C 1.296004 6.114895 -0.662389 -0.12 0.42 -0.25 -0.051
C -0.787943 4.689711 -1.092729 -0.53 -0.21 -0.07 -0.099
C 0.304451 6.189900 -2.910680 -0.24 1.09 -0.35 -0.097
C -2.189813 -1.633535 -4.769449 -1.63 0.62 0.14 -0.213
C -2.191495 -0.790946 -5.953199 0.51 0.32 -0.56 -0.001
C -3.440875 -1.504280 -3.952451 0.91 -0.76 0.79 0.016
C -1.052536 -2.456039 -4.494822 -1.00 -1.14 1.05 0.017
H 4.522971 5.279635 -4.477199 -0.74 -0.07 -0.69 0.121
H 3.665685 6.115318 -3.386535 -0.68 1.16 0.92 0.079
H 2.765151 5.538136 -4.833472 -1.06 1.04 -1.53 0.069
H 3.865293 2.794443 -5.180018 1.60 0.17 -0.77 0.081
H 2.167268 3.083431 -5.268312 0.56 -0.02 0.56 0.105
H 2.850617 1.939554 -4.134457 -0.24 -1.38 0.77 0.038
H 5.322995 3.701106 -2.996861 -0.65 -0.22 -0.05 0.127
H 4.236676 2.618923 -2.093135 -0.12 -0.98 -0.06 0.048
H 4.362814 4.250619 -1.686386 0.13 0.65 0.66 0.077
H 1.953661 5.538757 -0.009160 0.09 0.01 0.09 0.080
H 0.507114 6.526676 -0.027926 0.34 0.29 0.12 0.099
H 1.862343 6.958553 -1.148785 -0.51 -0.98 0.55 0.116
H -0.580079 3.971813 -0.293975 0.03 -0.44 -0.52 0.062
H -1.572061 4.357300 -1.815606 0.93 -0.14 0.45 0.110
H -1.273235 5.453105 -0.511968 -0.24 0.90 0.00 0.084
H 1.226753 6.660170 -3.244538 0.43 -0.29 0.15 0.069
H -0.264854 7.074684 -2.625476 -0.46 -0.13 0.15 0.113
H -0.126661 5.790792 -3.814107 -0.52 -0.49 -0.14 0.089
H -3.079843 -0.110771 -5.969165 1.32 0.05 0.00 0.127
H -2.408111 -1.423347 -6.829480 0.02 -0.44 0.07 0.153
H -1.129716 -0.458179 -6.185256 -1.52 0.28 0.23 0.143
H -4.214106 -1.142771 -4.599785 -0.56 0.28 -0.15 0.087
H -3.139480 -0.652596 -3.276092 -0.37 -0.53 -0.31 0.152
H -3.840411 -2.354670 -3.323847 1.02 0.79 -0.67 0.136
H -1.419130 -3.422319 -4.918978 0.09 -0.03 0.36 0.173
H -0.809543 -2.617691 -3.439977 -0.32 -0.14 -0.14 0.125
H -0.207607 -2.222348 -5.055960 1.45 0.57 -0.92 0.084
```
Positions in Å, forces in eV/Å.

Frontier orbital gap: 4.5 eV
Charge: +3
Energy: -6107.23536 hartree

2.
Entry from the OMol25 dataset: a structure of composition C30H39Ge2IN3NiS (ωB97M-V with the def2-TZVPD basis set).

XYZ file:
```
77
Properties=species:S:1:pos:R:3:forces:R:3:lowdin_spin:R:1
Ni 0.563894 1.017035 0.637936 0.20 0.46 0.13 1.579
C 1.930431 0.746852 3.546788 0.05 0.04 0.04 0.003
N 0.753473 1.018846 2.734534 -0.10 0.04 -0.14 0.042
C -0.330449 1.410735 3.295406 -0.11 -0.02 0.12 0.009
C -1.462921 1.752688 2.502070 0.04 0.00 0.17 0.001
C -2.731002 2.195407 2.880661 -0.07 -0.02 -0.11 0.006
C -3.431757 2.386451 1.684568 0.09 0.00 -0.02 0.002
C -2.540937 2.051027 0.654840 -0.06 0.05 0.05 0.009
N -1.354549 1.661852 1.142949 0.04 -0.08 0.11 0.042
C 2.774976 1.992439 3.700765 -0.02 0.00 0.03 0.000
C 2.594694 2.827798 4.797927 0.00 0.00 0.02 0.000
C 3.313618 4.008376 4.917167 0.02 0.02 -0.01 0.000
C 4.222943 4.367439 3.932136 -0.01 0.00 0.01 0.000
C 4.411581 3.537125 2.836147 0.00 -0.01 -0.01 0.000
C 3.694977 2.354878 2.722660 0.02 -0.02 -0.03 0.000
H 2.506870 -0.031896 3.049876 0.02 -0.02 0.02 0.000
H 1.634113 0.383665 4.538363 -0.02 0.01 -0.02 0.001
H -0.416371 1.488637 4.383815 0.06 -0.01 -0.01 0.001
H -3.073480 2.358042 3.891382 -0.03 0.01 -0.01 0.001
H -4.446576 2.730427 1.560115 -0.01 0.01 0.01 0.000
H -2.732148 2.078283 -0.406019 0.00 -0.03 -0.06 0.001
H 1.881981 2.554183 5.568773 -0.01 -0.01 0.00 0.000
H 3.161880 4.649873 5.776653 0.00 0.00 0.00 0.000
H 4.779425 5.292541 4.017400 0.00 0.00 0.00 0.000
H 5.111883 3.809971 2.056998 0.00 0.01 0.00 0.000
H 3.832060 1.714878 1.860640 0.02 0.03 0.01 0.000
C 2.144855 0.774860 -4.106675 0.07 -0.04 0.09 0.000
C 2.017169 0.356675 -2.643235 0.10 0.02 0.01 -0.001
Ge 0.166337 0.491171 -2.028604 -0.14 -0.24 -0.34 0.012
C -0.818700 2.146698 -2.445322 0.03 -0.02 0.05 0.002
C -2.177760 1.879447 -3.089110 0.03 0.02 0.01 0.000
C -0.744671 -0.948964 -3.025472 0.02 0.02 0.01 0.010
C -1.165070 -1.910099 -2.190154 -0.17 -0.29 -0.01 0.005
Ge -0.555257 -1.345427 -0.388737 -0.19 -0.38 -0.19 0.032
C 0.931431 -2.453322 0.285520 0.03 0.07 -0.02 0.008
C 0.744560 -3.965588 0.375950 0.01 0.00 0.02 0.003
C -2.017822 -1.278340 0.924168 0.03 0.05 0.06 0.009
C -2.774160 -2.588691 1.141877 0.00 0.03 0.01 0.003
C -1.915028 -3.126697 -2.619649 -0.01 0.20 -0.10 0.001
C -2.553895 -3.167450 -3.863583 0.00 0.01 0.01 0.000
C -3.248318 -4.290102 -4.281260 0.01 0.01 0.00 0.000
C -3.333607 -5.406353 -3.459272 0.00 -0.01 0.04 0.000
C -2.725157 -5.377016 -2.213351 -0.04 -0.04 -0.05 0.000
C -2.033571 -4.248056 -1.802279 0.14 0.12 0.12 0.000
H 3.163669 0.605454 -4.463929 -0.02 0.01 -0.05 0.000
H 1.928214 1.838151 -4.227027 -0.01 0.01 -0.01 0.000
H 1.468077 0.211812 -4.754394 -0.01 0.00 -0.02 0.000
H 2.685998 0.933286 -2.010932 -0.02 -0.02 -0.03 0.000
H 2.274536 -0.697935 -2.509338 0.05 0.01 -0.03 0.000
H -0.182868 2.734619 -3.109270 0.00 0.02 0.02 0.000
H -0.910346 2.708316 -1.518577 -0.04 0.10 -0.04 0.000
H -2.067437 1.389624 -4.058406 0.00 0.01 -0.02 0.000
H -2.728523 2.810730 -3.245697 0.00 0.00 0.00 0.000
H -2.801422 1.222360 -2.479898 -0.01 -0.01 0.03 0.000
H -0.891000 -1.017205 -4.104771 0.00 0.01 -0.01 0.001
H 1.186015 -2.039942 1.263877 0.04 -0.03 0.01 0.001
H 1.782593 -2.228199 -0.356587 0.06 -0.03 0.03 0.000
H -0.102168 -4.250928 1.005174 0.01 0.00 -0.02 0.000
H 1.637782 -4.420948 0.810556 -0.01 -0.02 0.00 0.001
H 0.600677 -4.412861 -0.608349 -0.01 0.00 -0.01 0.000
H -2.702784 -0.494455 0.602886 -0.02 -0.02 0.06 0.000
H -1.575536 -0.930007 1.860992 -0.07 0.00 0.00 0.001
H -3.287516 -2.912723 0.235558 0.00 0.00 0.02 0.000
H -3.530098 -2.455834 1.920207 -0.01 -0.02 0.00 0.001
H -2.119176 -3.401521 1.463101 -0.01 0.01 -0.01 0.000
H -2.515409 -2.296804 -4.504952 -0.01 0.00 -0.02 0.000
H -3.734294 -4.292547 -5.249437 0.00 0.01 0.00 0.000
H -3.879430 -6.284037 -3.781882 0.00 0.00 0.00 0.000
H -2.793181 -6.235064 -1.556050 0.01 0.00 0.01 0.000
H -1.572145 -4.223923 -0.823929 -0.03 -0.07 -0.03 0.000
I 2.327686 3.735090 -1.358262 0.11 0.05 -0.04 0.033
C 1.105775 2.934576 0.221228 -0.08 0.09 0.33 0.117
H 0.243941 3.600912 0.242895 -0.01 -0.01 -0.10 0.009
H 1.706666 3.167718 1.103262 0.00 0.05 -0.03 0.007
S 4.865938 -1.078736 0.265559 0.11 -0.06 -0.01 0.001
C 3.430175 -0.326049 0.384531 -0.14 0.08 0.03 0.005
N 2.395647 0.206772 0.486501 0.06 -0.18 -0.09 0.043
```
Positions in Å, forces in eV/Å.

ΔE to the lowest compared entry with this formula, charge and spin: 0.125 eV
Spin multiplicity: 3
Frontier orbital gap (spin up / spin down): 7.3 / 7.5 eV
Charge: -1
Energy: -7688.89603 hartree
Expectation value of S²: 2.01

3.
Entry from the OMol25 dataset: a structure of composition C30H39N3STm (ωB97M-V with the def2-TZVPD basis set).

XYZ file:
```
74
Properties=species:S:1:pos:R:3:forces:R:3:lowdin_spin:R:1
Tm -0.179714 -0.285760 0.240375 -0.69 0.80 0.82 2.052
N 0.305983 -2.866969 2.278096 -0.12 -0.70 0.10 0.000
N 0.240166 -2.211879 -1.343235 0.05 -1.72 -1.20 0.015
C 0.766395 2.023869 -0.417886 0.21 -0.27 1.01 0.000
C 1.869805 1.169013 -0.104449 -0.68 0.33 0.61 0.000
C 1.759083 0.787839 1.272586 -0.58 0.65 -0.67 -0.002
C 2.599541 -0.211366 1.983419 0.38 -0.20 0.42 0.001
H 3.340150 -0.651094 1.307159 -0.06 0.04 0.12 0.000
H 2.007705 -1.041727 2.405479 0.21 0.22 -0.09 0.000
H 3.144308 0.266540 2.807593 0.05 -0.14 0.00 0.000
C 0.591057 1.421809 1.816185 0.18 0.26 -1.03 0.004
C 0.018191 1.116505 3.150523 -0.14 0.13 0.76 0.001
H 0.417876 1.779245 3.927091 -0.01 -0.02 0.11 0.001
H 0.249692 0.086915 3.459605 -0.06 0.15 0.00 0.000
H -1.072617 1.224707 3.153527 0.19 0.03 0.05 0.000
C -0.030026 2.179641 0.761734 1.04 -0.64 -0.15 0.002
C -1.323398 2.905732 0.831740 -0.42 0.49 0.14 -0.003
H -2.055895 2.382046 1.459555 0.15 0.12 -0.15 -0.001
H -1.763431 3.029894 -0.165342 0.05 -0.09 0.22 -0.001
H -1.191416 3.912223 1.249183 -0.04 0.07 0.06 -0.001
C 2.943974 0.749104 -1.041839 0.45 -0.04 -0.27 0.001
H 3.835646 1.378774 -0.910383 0.01 -0.12 -0.09 0.000
H 2.632541 0.837919 -2.089150 -0.01 -0.02 0.20 0.000
H 3.251014 -0.292558 -0.879877 -0.04 0.17 -0.05 0.000
C 0.526845 2.674679 -1.733010 -0.06 0.21 -0.40 -0.001
H -0.542105 2.809332 -1.936857 0.16 -0.03 0.03 0.000
H 0.935419 2.076741 -2.555159 -0.10 0.07 0.08 0.000
H 1.001787 3.666427 -1.780628 -0.08 -0.12 -0.01 0.000
C -0.338226 -3.500510 3.261024 -0.70 -0.21 -0.57 -0.003
H 0.116389 -3.473089 4.258635 -0.15 0.15 -0.33 -0.001
C -1.548711 -4.185374 3.063617 0.33 -0.01 0.55 -0.001
H -2.018758 -4.693995 3.908279 0.08 0.18 -0.27 0.000
C -2.125199 -4.193902 1.789312 0.44 0.34 -0.30 -0.004
H -3.100027 -4.663648 1.623471 0.35 0.17 0.00 -0.002
C -1.435999 -3.594903 0.740129 -0.02 -0.15 0.28 -0.005
H -1.853797 -3.541691 -0.262217 0.11 -0.10 0.12 -0.004
C -0.163132 -3.007292 0.999524 0.71 0.30 -0.24 -0.001
C 0.689362 -2.406709 -0.008485 0.44 -0.65 0.71 -0.002
H 1.764207 -2.249359 0.178731 -0.54 -0.38 0.05 0.001
C -0.154953 -0.978878 -1.862299 -0.23 0.66 1.26 0.024
C 0.253667 -3.165965 -2.360821 0.09 0.69 0.78 -0.001
H 0.480335 -4.186457 -2.135665 0.06 -0.28 -0.14 0.000
C -0.020821 -2.512631 -3.495738 -0.19 -0.33 -0.70 -0.002
H -0.092412 -2.891726 -4.487998 -0.06 -0.09 -0.46 -0.001
N -0.246232 -1.175826 -3.190350 0.13 0.33 -1.06 0.010
C -0.472918 -0.093369 -4.099976 0.32 0.09 0.44 0.000
C 0.562423 0.319581 -4.950004 -0.48 0.28 -0.31 0.001
C 0.354427 1.439532 -5.765625 -0.16 -0.19 0.10 0.000
H 1.146911 1.766921 -6.444151 -0.16 -0.12 0.20 0.000
C -0.839261 2.162729 -5.718507 -0.07 -0.15 0.21 0.000
C -1.088859 3.317475 -6.646631 -0.01 0.14 -0.12 -0.001
H -1.637410 4.121083 -6.137367 0.17 -0.15 -0.15 0.000
H -1.696757 2.997096 -7.506024 0.14 0.10 0.15 0.000
H -0.142558 3.715198 -7.031123 -0.21 0.02 0.04 0.000
C -1.819219 1.782180 -4.801924 0.44 -0.20 -0.12 -0.003
H -2.740765 2.363182 -4.720607 0.23 -0.17 0.01 -0.001
C -1.642363 0.667984 -3.977995 -0.16 0.12 -0.32 -0.001
C -2.689735 0.353382 -2.969811 -0.68 0.14 -0.08 -0.007
H -2.824293 -0.717178 -2.796520 0.18 0.24 0.09 -0.004
H -3.649255 0.774909 -3.297262 0.02 -0.09 -0.04 -0.003
H -2.456333 0.832893 -2.004690 0.19 -0.36 -0.09 0.002
C 1.879178 -0.386217 -4.972731 0.52 -0.04 -0.12 0.000
H 1.832527 -1.330945 -5.532245 0.03 0.14 0.19 0.000
H 2.248453 -0.605175 -3.962145 -0.20 -0.05 -0.19 0.000
H 2.620029 0.257669 -5.463550 -0.09 -0.20 0.06 0.000
C -3.550566 -1.105940 2.936131 -0.35 0.16 0.01 -0.004
S -2.557264 -0.525303 1.525230 0.57 0.31 -0.42 -0.029
C -3.735245 -0.258327 0.197132 -0.67 -0.06 -0.13 -0.009
H -4.213003 -0.288364 3.250533 0.08 -0.35 0.01 -0.001
H -2.872843 -1.367141 3.757910 -0.06 0.09 -0.35 0.000
H -4.138178 -1.988755 2.654859 0.18 0.20 0.09 -0.001
H -4.747611 -0.476197 0.547638 -0.54 -0.03 0.11 -0.007
H -3.659984 0.795224 -0.105214 -0.07 -0.45 0.01 -0.002
H -3.481193 -0.921175 -0.640416 -0.06 0.34 0.40 -0.003
```
Positions in Å, forces in eV/Å.

Spin multiplicity: 3
Frontier orbital gap (spin up / spin down): 2.6 / 2.4 eV
Charge: -1
Energy: -2814.09253 hartree
Expectation value of S²: 2.04